1.
{
  "formula": "C22H24N2O4",
  "method": "ωB97M-V with the def2-TZVPD basis set",
  "total_charge": 0,
  "orbital_gap_ev": 8.69,
  "energy_ev": -34357.2268,
  "relative_energy_ev": 18.838,
  "smiles": "CCOC(=O)[C@@H](Cc1ccc(O)cc1)NC(=O)CCc1c[nH]c2ccccc12",
  "symbols": ["C", "C", "O", "C", "O", "C", "C", "C", "C", "C", "C", "O", "C", "C", "N", "C", "O", "C", "C", "C", "C", "N", "C", "C", "C", "C", "C", "C", "H", "H", "H", "H", "H", "H", "H", "H", "H", "H", "H", "H", "H", "H", "H", "H", "H", "H", "H", "H", "H", "H", "H", "H"],
  "positions_angstrom": [[0.7494, 2.9427, 2.3679], [0.0033, 2.5989, 1.0631], [-0.0876, 1.0297, 0.6365], [-1.0705, 0.3462, 1.4523], [-1.9665, 0.7120, 2.2977], [-0.8406, -0.9991, 0.8767], [-1.3686, -1.2665, -0.4449], [-2.7255, -0.5635, -0.5212], [-3.0653, 0.5116, -1.1807], [-4.4107, 0.9428, -0.8000], [-5.4459, 0.1112, -0.6511], [-6.7872, 0.2909, -0.6819], [-5.2270, -1.0822, -0.1205], [-3.7136, -1.6919, -0.0010], [0.5251, -1.3406, 1.0165], [1.0483, -2.6958, 1.1357], [0.1988, -3.4001, 1.2103], [2.4192, -2.6714, 1.0355], [3.0619, -2.7273, -0.4287], [2.5445, -1.5334, -0.9215], [1.8330, -1.6480, -2.0857], [1.5146, -0.2508, -2.4514], [2.3182, 0.7613, -1.7620], [2.2422, 2.0887, -1.5694], [2.9859, 2.6373, -0.7980], [3.6080, 1.9771, 0.3942], [3.6675, 0.6207, 0.2892], [2.8403, -0.0817, -0.5675], [0.1651, 2.5148, 3.2138], [0.7198, 4.0646, 2.4002], [1.7463, 2.6540, 2.0720], [0.4076, 3.1765, 0.1421], [-1.1352, 2.8750, 1.2019], [-1.4199, -1.7899, 1.6483], [-1.0966, -2.4028, -0.6638], [-0.6752, -0.5143, -1.2140], [-2.2256, 1.0725, -1.2774], [-4.4926, 1.8540, -1.4301], [-6.9192, 1.4046, -1.0879], [-6.0096, -1.9071, 0.1207], [-3.6925, -2.5332, 0.4329], [1.2669, -0.5880, 0.9234], [2.9738, -2.1440, 1.6215], [2.8164, -3.6368, 1.6208], [4.1756, -2.6173, -0.3036], [2.7093, -3.6257, -0.9661], [1.3985, -2.3517, -2.5961], [0.9184, 0.0367, -3.2157], [1.7790, 2.7880, -2.4571], [3.1117, 3.5344, -0.6706], [4.4041, 2.4139, 0.9736], [4.2228, 0.1030, 0.7211]],
  "forces_ev_per_angstrom": [[-1.4, 0.2, -1.8], [-3.0, 0.0, -1.4], [-1.9, 4.3, 3.8], [-1.9, 2.0, 0.7], [5.0, -0.9, -4.1], [-1.1, -4.2, 5.0], [2.4, 2.8, -4.3], [-0.6, -12.0, 2.1], [-4.1, 0.1, 3.6], [2.8, 3.4, -5.5], [-1.7, -0.1, 1.4], [-1.3, 7.2, -2.7], [6.0, -9.0, 2.1], [-5.7, 14.2, -5.2], [4.8, 1.4, 0.5], [0.6, 12.2, -1.0], [-7.5, -11.2, 1.0], [4.4, -9.0, -1.6], [0.9, -1.5, 4.1], [0.0, 3.5, -4.2], [1.6, 9.6, 3.4], [1.7, 1.1, -0.2], [-2.9, -9.4, 3.5], [-7.4, -1.0, -12.1], [6.6, -3.0, 11.5], [0.6, -0.3, -3.6], [-8.5, 6.0, -5.5], [-1.1, 0.1, -5.8], [1.2, 0.1, -0.4], [0.0, -0.9, 0.2], [0.7, -0.4, 1.3], [-0.6, -1.5, 1.6], [2.2, -0.5, -0.5], [1.1, 2.0, -1.8], [-1.4, 2.4, 0.0], [-1.4, -2.5, 1.9], [1.9, 2.7, -1.4], [-1.2, 0.2, 1.1], [0.3, -5.1, 1.8], [1.0, 2.1, -0.5], [1.3, -6.3, 3.1], [-1.9, -1.1, 0.1], [2.5, 4.9, 3.2], [-1.1, 0.9, -1.4], [-1.0, -0.8, -0.1], [0.5, 0.5, 0.2], [-2.0, -4.0, -2.6], [0.2, -0.4, 0.0], [0.8, -1.8, 2.1], [0.9, 9.8, 0.3], [-0.2, 0.7, 0.2], [8.8, -7.7, 8.0]],
  "nbo_charge": [-0.67, -0.07, -0.58, 0.83, -0.57, -0.18, -0.42, 0.00, -0.25, -0.26, 0.20, -0.64, -0.20, -0.13, -0.70, 0.69, -0.55, -0.51, -0.39, -0.05, -0.01, -0.55, 0.20, -0.24, -0.18, -0.25, -0.17, -0.10, 0.24, 0.22, 0.23, 0.20, 0.20, 0.22, 0.26, 0.19, 0.22, 0.20, 0.46, 0.22, 0.18, 0.42, 0.24, 0.22, 0.22, 0.23, 0.20, 0.40, 0.20, 0.19, 0.21, 0.16]
}


2.
{
  "formula": "C32H22N13O2S2W",
  "method": "ωB97M-V with the def2-TZVPD basis set",
  "total_charge": -1,
  "orbital_gap_ev": [5.44, 6.58],
  "energy_ev": -80508.4625,
  "s_squared": 2.019,
  "relative_energy_ev": 1.024,
  "spin_multiplicity": 3,
  "symbols": ["W", "C", "C", "O", "C", "C", "C", "N", "N", "C", "O", "C", "C", "C", "C", "C", "C", "H", "H", "H", "H", "H", "H", "H", "H", "H", "H", "H", "H", "N", "C", "N", "C", "N", "N", "C", "N", "C", "C", "C", "C", "C", "N", "H", "H", "H", "H", "H", "H", "H", "H", "S", "C", "C", "C", "C", "N", "C", "C", "C", "S", "C", "N", "H", "H", "N", "C", "C", "C", "N", "C", "N"],
  "positions_angstrom": [[0.2809, -0.4712, 0.9009], [3.3279, -2.2109, 3.5561], [2.8576, -1.4979, 2.3174], [1.5977, -1.6031, 2.0779], [3.7513, -0.8429, 1.5013], [3.3820, -0.5448, 0.1749], [4.4436, -0.4296, -0.8796], [2.1225, -0.5053, -0.1755], [1.8637, -0.7654, -1.5407], [0.9272, -1.6570, -1.5503], [0.4144, -2.1268, -0.4273], [0.3553, -2.0996, -2.8415], [0.6282, -1.3838, -4.0050], [0.0613, -1.7763, -5.2048], [-0.7783, -2.8822, -5.2539], [-1.0528, -3.5953, -4.0969], [-0.4901, -3.2027, -2.8911], [2.4773, -2.4588, 4.1856], [4.0182, -1.5741, 4.1098], [3.8572, -3.1268, 3.2902], [4.7904, -0.7890, 1.7882], [5.4056, -0.2328, -0.4103], [4.1965, 0.3575, -1.5902], [4.5143, -1.3599, -1.4445], [1.2683, -0.5139, -3.9516], [0.2650, -1.2113, -6.1055], [-1.2240, -3.1819, -6.1941], [-1.7130, -4.4523, -4.1248], [-0.7074, -3.7430, -1.9815], [-2.2121, -2.8320, 0.0699], [-2.4876, -1.6226, -0.4442], [-3.6783, -1.5124, -1.0367], [-3.9244, -0.3323, -1.6152], [-5.1614, -0.1773, -2.1581], [-3.0719, 0.6678, -1.7490], [-1.9095, 0.5094, -1.0930], [-1.6084, -0.6014, -0.3262], [-0.9099, 1.4857, -1.1732], [-1.0405, 2.6449, -1.9773], [-0.0222, 3.5414, -2.0490], [1.1644, 3.2903, -1.3161], [1.2326, 2.1707, -0.5358], [0.2284, 1.2719, -0.4247], [-2.9100, -3.5426, -0.0627], [-1.2548, -3.0928, 0.2343], [-5.7239, -1.0010, -2.2667], [-5.2969, 0.5986, -2.7799], [-1.9665, 2.7715, -2.5179], [-0.1169, 4.4313, -2.6571], [2.0064, 3.9663, -1.3400], [2.1114, 1.9619, 0.0545], [-1.5433, 1.0418, 1.9365], [-0.7951, 2.5888, 2.1121], [-1.5068, 3.7833, 2.0375], [-0.8592, 4.9990, 2.2181], [-1.6117, 6.2161, 2.1107], [-2.2151, 7.1910, 2.0260], [0.5187, 5.0300, 2.4794], [1.2315, 3.8375, 2.5493], [0.5859, 2.6244, 2.3600], [1.4416, 1.1091, 2.4581], [1.2136, 6.2712, 2.6557], [1.7976, 7.2512, 2.8006], [-2.5667, 3.7678, 1.8234], [2.2960, 3.8645, 2.7391], [-0.8741, -1.6200, 2.2028], [-1.2568, -2.4357, 2.9323], [-1.7624, -3.4578, 3.6997], [-2.3571, -4.5410, 3.0128], [-2.8321, -5.4040, 2.4112], [-1.6444, -3.4275, 5.1082], [-1.5492, -3.4061, 6.2572]],
  "forces_ev_per_angstrom": [[-0.1, 0.2, 0.4], [0.0, 0.1, 0.0], [0.0, 0.0, 0.1], [0.0, 0.0, -0.2], [0.0, 0.0, 0.0], [0.0, -0.1, 0.0], [0.0, 0.0, 0.0], [0.2, 0.2, -0.2], [-0.1, -0.2, 0.0], [0.0, 0.2, 0.0], [0.0, 0.0, 0.0], [0.1, -0.1, 0.0], [0.0, 0.0, 0.0], [0.0, 0.0, 0.0], [0.0, 0.0, 0.0], [0.0, 0.0, 0.0], [0.0, 0.0, 0.0], [0.0, 0.0, 0.0], [0.0, 0.0, 0.0], [0.0, 0.0, 0.0], [0.0, 0.0, 0.0], [0.0, 0.0, 0.0], [0.0, 0.0, 0.0], [0.0, 0.0, 0.0], [0.0, 0.0, 0.0], [0.0, 0.0, 0.0], [0.0, 0.0, 0.0], [0.0, 0.0, 0.0], [0.0, 0.0, 0.0], [0.0, 0.0, 0.0], [-0.1, 0.0, 0.1], [0.0, 0.0, 0.0], [0.1, -0.1, -0.2], [0.0, 0.0, 0.1], [0.0, 0.0, 0.1], [0.0, 0.0, 0.0], [0.1, -0.1, -0.1], [0.0, 0.1, 0.0], [0.0, 0.0, 0.0], [0.0, 0.0, 0.0], [0.0, 0.0, 0.1], [-0.1, 0.0, 0.0], [0.2, 0.0, 0.0], [0.0, 0.0, 0.0], [0.0, 0.0, 0.0], [0.0, 0.0, 0.0], [0.0, 0.0, 0.0], [0.0, 0.0, 0.0], [0.0, 0.0, 0.0], [0.0, 0.0, 0.0], [0.0, 0.0, 0.0], [-0.1, 0.0, 0.0], [0.1, 0.1, 0.0], [0.0, -0.1, 0.0], [0.0, 0.0, 0.0], [0.0, 0.1, 0.0], [0.0, 0.0, 0.0], [0.0, 0.0, 0.0], [-0.1, 0.0, 0.0], [0.0, 0.0, 0.0], [0.1, 0.0, 0.0], [0.0, 0.0, 0.0], [0.0, 0.0, 0.0], [0.0, 0.0, 0.0], [0.0, 0.0, 0.0], [-0.1, -0.3, 0.0], [0.0, 0.1, -0.1], [0.1, 0.1, 0.0], [-0.1, -0.1, 0.0], [0.0, 0.0, 0.0], [-0.1, 0.0, 0.1], [0.0, 0.0, 0.0]],
  "lowdin_charge": [1.53, 0.00, -0.48, -0.26, -0.06, -0.33, -0.02, -0.15, 0.11, -0.43, -0.22, -0.14, -0.02, -0.08, -0.09, -0.08, -0.02, 0.09, 0.09, 0.09, 0.11, 0.08, 0.08, 0.09, 0.11, 0.10, 0.10, 0.10, 0.10, 0.17, -0.44, 0.16, -0.47, 0.14, 0.17, -0.33, -0.03, -0.24, -0.02, -0.08, -0.07, -0.18, -0.10, 0.11, 0.07, 0.09, 0.09, 0.10, 0.10, 0.10, 0.08, 0.74, -0.65, -0.04, -0.19, -0.18, 0.16, -0.19, -0.05, -0.66, 0.75, -0.19, 0.15, 0.12, 0.12, -0.03, -0.12, -0.26, -0.25, 0.12, -0.24, 0.12]
}


3.
{
  "formula": "C17H15NO3ReSbSe4",
  "method": "ωB97M-V with the def2-TZVPD basis set",
  "total_charge": 2,
  "orbital_gap_ev": [5.02, 5.02],
  "energy_ev": -295540.3228,
  "symbols": ["Re", "C", "O", "C", "C", "C", "C", "C", "C", "O", "C", "O", "C", "H", "H", "H", "H", "H", "H", "H", "H", "H", "Se", "Sb", "Se", "Se", "Se", "C", "C", "C", "C", "C", "C", "C", "C", "N", "H", "H", "H", "H", "H", "H"],
  "positions_angstrom": [[-0.6309, 0.8592, -0.3947], [2.9615, 0.1934, 6.4507], [1.8492, 0.2858, 5.5310], [2.0747, 0.2939, 4.2377], [3.3546, 0.2274, 3.6492], [3.4763, 0.2442, 2.2840], [2.3492, 0.3405, 1.4361], [2.4505, 0.3468, 0.0225], [3.7168, 0.1399, -0.7332], [1.4230, 0.5147, -0.7171], [1.0927, 0.4031, 2.0807], [-0.0634, 0.4301, 1.3128], [0.9212, 0.3765, 3.4302], [2.5103, 0.1840, 7.4354], [3.6047, 1.0648, 6.3395], [3.5098, -0.7313, 6.2794], [4.2392, 0.1624, 4.2635], [4.4673, 0.1895, 1.8594], [4.6128, 0.1362, -0.1249], [3.7945, 0.9124, -1.4977], [3.6416, -0.8202, -1.2501], [-0.0580, 0.4128, 3.8840], [-4.1197, 2.4573, -3.7358], [-2.9540, 3.4018, -2.0186], [-2.8229, 1.0084, -0.0572], [-0.2924, 2.3343, -2.0885], [-2.7304, 5.0272, -0.4395], [-0.7930, -0.9619, -1.4211], [-1.9384, -1.1403, -2.3671], [-1.7451, -0.9024, -3.7217], [-2.7844, -1.0906, -4.6180], [-4.0301, -1.5012, -4.1491], [-4.2265, -1.7629, -2.7957], [-3.1737, -1.5939, -1.9098], [-5.1290, -1.6208, -5.0751], [-5.9897, -1.6753, -5.8331], [0.1800, -1.0265, -1.9021], [-0.8340, -1.6434, -0.5635], [-0.7759, -0.5839, -4.0886], [-2.6396, -0.9147, -5.6753], [-5.1884, -2.1193, -2.4532], [-3.3103, -1.8582, -0.8655]],
  "forces_ev_per_angstrom": [[-0.4, -0.2, 0.3], [-0.1, 0.0, -0.1], [0.1, 0.0, 0.0], [-0.1, 0.0, 0.1], [0.0, 0.0, -0.1], [0.0, 0.0, 0.1], [0.2, 0.0, 0.1], [-0.1, 0.0, -0.1], [0.0, 0.0, 0.0], [0.3, 0.0, 0.1], [-0.8, 0.0, -0.6], [0.6, 0.2, 0.5], [0.3, 0.0, 0.1], [0.0, 0.0, 0.0], [0.0, 0.0, 0.0], [0.0, 0.0, 0.0], [0.0, 0.0, 0.0], [0.0, 0.0, 0.0], [0.0, 0.0, 0.0], [0.0, 0.0, 0.0], [0.0, 0.0, 0.0], [0.0, 0.0, 0.0], [-0.1, -0.2, -0.2], [0.1, 0.0, -0.4], [0.3, -0.1, 0.2], [-0.1, 0.4, 0.0], [0.0, 0.3, 0.4], [-0.2, 0.1, -0.1], [0.3, -0.2, 0.1], [-0.1, 0.0, -0.1], [0.1, 0.1, 0.1], [-0.2, 0.0, -0.1], [0.0, 0.0, 0.1], [-0.1, 0.0, 0.0], [0.1, 0.0, 0.0], [0.0, 0.0, 0.1], [0.0, -0.2, -0.1], [0.0, -0.1, 0.0], [0.0, 0.0, 0.0], [0.0, 0.0, 0.0], [0.0, 0.0, 0.0], [0.0, 0.0, 0.0]],
  "nbo_charge": [0.87, -0.27, -0.43, 0.44, -0.31, -0.05, -0.31, 0.64, -0.70, -0.70, 0.43, -0.63, -0.30, 0.23, 0.20, 0.20, 0.26, 0.24, 0.24, 0.27, 0.27, 0.26, -0.17, 0.99, 0.36, 0.11, -0.19, -0.56, -0.08, -0.16, -0.14, -0.14, -0.14, -0.22, 0.23, -0.22, 0.26, 0.26, 0.22, 0.25, 0.25, 0.23]
}


4.
{
  "formula": "C6H10AgNO4S2",
  "method": "ωB97M-V with the def2-TZVPD basis set",
  "total_charge": 1,
  "orbital_gap_ev": [7.46, 5.62],
  "energy_ev": -41713.3315,
  "s_squared": 0.789,
  "spin_multiplicity": 2,
  "symbols": ["C", "C", "S", "O", "O", "N", "S", "O", "O", "C", "C", "C", "C", "H", "H", "H", "H", "H", "H", "H", "H", "H", "H", "Ag"],
  "positions_angstrom": [[-4.4589, 1.4895, 0.0551], [-3.8117, 0.2521, -0.2431], [-2.8244, -1.1849, -1.0258], [-2.9744, -2.4474, -0.1439], [-3.4567, -1.4877, -2.4286], [-1.1861, -0.6201, -1.2421], [-0.0259, -1.6127, -0.3909], [-0.2970, -1.7713, 1.1275], [0.1755, -2.9568, -1.1334], [1.6375, -0.6813, -0.5181], [1.4541, 0.9377, -0.7102], [1.0701, 1.7394, 0.6837], [2.0069, 1.3330, 1.9727], [-4.7029, 2.6540, 0.1534], [2.2137, -1.0870, -1.4785], [2.3200, -0.9786, 0.4004], [2.5009, 1.3737, -1.0792], [0.6722, 1.2555, -1.5226], [-0.0656, 1.6877, 0.9604], [1.2993, 2.8896, 0.4641], [2.0793, 2.2920, 2.6779], [3.1049, 1.0168, 1.6957], [1.4230, 0.5117, 2.5897], [1.8462, -4.6048, -0.8639]],
  "forces_ev_per_angstrom": [[5.7, -7.8, -2.8], [-3.4, 8.7, 1.3], [-5.4, -5.3, -1.0], [1.4, 5.3, -2.5], [3.3, 2.3, 4.8], [-0.7, -0.9, 1.0], [1.7, -3.2, 4.0], [0.4, 1.0, -5.6], [-0.5, 3.0, 1.3], [1.1, 1.0, -1.6], [0.3, 1.0, 0.7], [0.9, 1.0, -0.2], [-1.0, 0.6, 0.5], [0.3, -3.3, 0.0], [-1.7, 0.6, 1.9], [-2.0, 0.6, -1.5], [-2.2, -1.2, 0.8], [1.5, -1.1, 1.4], [2.2, -0.2, -0.6], [-0.6, -2.5, 0.3], [-0.1, -2.2, -1.5], [-2.3, 0.5, 0.5], [1.6, 1.5, -1.2], [-0.6, 0.5, 0.0]],
  "nbo_charge": [-0.06, -0.36, 2.00, -0.79, -0.73, -0.61, 2.01, -0.79, -1.01, -0.61, -0.44, -0.42, -0.66, 0.32, 0.26, 0.29, 0.25, 0.25, 0.22, 0.23, 0.24, 0.21, 0.23, 0.98]
}